# 1
Molecular formula: C2H5NO3P2
Method: DFT, ωB97M-V/def2-TZVPD

Each line ends with the Mulliken charge.
Positions of all 13 atoms, in Å:
C  -0.7922  -0.6936  0.1521  0.549
C  -0.2059  -0.8846  -1.0638  -0.523
N  -2.0439  -0.8125  0.6443  -0.444
O  0.2469  -0.6655  1.0468  -0.429
O  2.5431  -1.6161  -0.0919  -0.642
O  0.4143  1.8797  0.5486  -0.491
P  1.3578  -0.7474  -0.2343  0.565
P  1.8719  1.4832  -0.0884  0.113
H  -0.8395  -1.0691  -1.9330  0.364
H  -2.7226  -0.7632  -0.1103  0.244
H  -2.1702  -0.4326  1.6381  0.285
H  0.5747  2.7630  1.0614  0.359
H  1.7655  1.5588  -1.5696  0.050

For the total energy, the calculation gives -1042.38860 a.u. Its HOMO energy is -8.6496 eV. As for the LUMO energy: 0.3 eV.

***

# 2
Molecular formula: C2H5NO4
Method: DFT, ωB97M-V/def2-TZVPD

Each line ends with the Mulliken charge.
Positions of all 12 atoms, in Å:
O  -2.7277  1.3222  -1.5885  -0.594
C  -1.7735  1.6898  -0.9382  0.211
N  -1.3479  1.0922  0.2147  -0.117
C  -2.0253  0.0642  0.9022  0.512
O  -3.2175  -0.2904  0.4362  -0.478
O  -1.5753  -0.3928  1.9121  -0.532
H  -1.1670  2.5507  -1.2200  0.358
H  -0.4913  1.3029  0.7074  0.208
H  -3.3408  0.0901  -0.4632  0.432
H  6.4239  -3.1042  -0.0686  0.324
H  5.2230  -2.0233  -0.1781  0.321
O  6.0194  -2.3014  0.2840  -0.645

For the total energy, the calculation gives -434.95925 a.u. Its HOMO energy is -11.2284 eV. As for the LUMO energy: 0.4 eV.

***

# 3
Molecular formula: C2H5NO4
Method: DFT, ωB97M-V/def2-TZVPD

Each line ends with the Mulliken charge.
Positions of all 12 atoms, in Å:
O  0.9634  2.6829  -1.3714  -0.553
C  0.5306  1.5697  -1.2415  0.209
N  0.9171  0.7198  -0.2034  -0.180
C  2.1130  0.7931  0.5457  0.521
O  2.7148  1.9864  0.5599  -0.459
O  2.6073  -0.1834  1.0270  -0.509
H  -0.2033  1.0340  -1.8587  0.344
H  0.2260  0.0852  0.1660  0.234
H  2.1079  2.6437  0.1662  0.392
H  -3.6745  -3.1947  1.0856  0.312
H  -3.8774  -4.4134  0.3577  0.320
O  -4.4249  -3.7232  0.7669  -0.632

For the total energy, the calculation gives -434.94583 a.u. Its HOMO energy is -11.0931 eV. As for the LUMO energy: 0.1 eV.

***

# 4
Molecular formula: C2H5NOS
Method: DFT, ωB97M-V/def2-TZVPD

Each line ends with the Mulliken charge.
Positions of all 10 atoms, in Å:
C  0.0650  1.1608  0.4999  -0.628
C  0.2537  0.0087  -0.4746  -0.345
N  0.3135  -1.2087  0.2075  0.093
O  0.8738  -2.4085  -0.0976  -0.284
S  -0.7014  -2.5736  0.3200  0.093
H  0.8162  2.0060  0.2287  0.219
H  0.2091  0.9898  1.5811  0.368
H  -0.9485  1.5797  0.5094  0.225
H  0.9115  0.1357  -1.2979  0.290
H  -1.7930  0.3101  -1.4764  -0.031

For the total energy, the calculation gives -607.06374 a.u. Its HOMO energy (spin up / spin down) is -8.1176 / -8.1089 eV. As for the LUMO energy (spin up / spin down): -1.4 / -1.4 eV.

***

# 5
Molecular formula: C2H5NOS
Method: DFT, ωB97M-V/def2-TZVPD

Each line ends with the Mulliken charge.
Positions of all 10 atoms, in Å:
C  0.9637  -1.4848  0.1202  -0.767
C  -0.4487  0.3970  -0.4426  0.554
H  0.9282  -1.7436  -1.0235  0.309
H  2.0246  -2.0172  0.3926  0.278
H  -0.0275  -1.9207  0.3483  0.284
H  -2.0449  1.8674  -0.4262  0.289
H  -1.7750  1.6928  1.1583  0.314
N  -1.2028  1.5529  -0.0755  -0.608
O  -0.6073  -0.2859  -1.4685  -0.525
S  0.6926  0.0041  0.8601  -0.128

For the total energy, the calculation gives -607.27761 a.u. Its HOMO energy is -9.0738 eV. As for the LUMO energy: 0.1 eV.

***

# 6
Molecular formula: C2H5NOS
Method: DFT, ωB97M-V/def2-TZVPD

Each line ends with the Mulliken charge.
Positions of all 10 atoms, in Å:
C  0.2105  -0.2355  -1.1784  -0.501
C  0.4536  0.3500  0.2184  0.478
H  -2.1682  -0.6434  -1.3710  0.265
H  -1.1992  -2.2173  -1.6111  0.255
H  0.5826  0.5117  -1.9039  0.279
H  0.5848  -1.4229  -1.2187  0.192
H  2.2400  0.3484  -0.6512  0.405
N  -1.0957  -0.8754  -1.6873  -0.615
O  1.7853  0.4993  0.3169  -0.468
S  -0.6649  0.3044  1.3620  -0.290

For the total energy, the calculation gives -607.24010 a.u. Its HOMO energy is -8.8991 eV. As for the LUMO energy: 0.2 eV.

***

# 7
Molecular formula: C2H5NOSi
Method: DFT, ωB97M-V/def2-TZVPD

Each line ends with the Mulliken charge.
Positions of all 10 atoms, in Å:
C  -2.3273  0.0829  0.0903  -0.193
C  1.3557  0.9128  -0.1223  -0.590
N  -3.2836  0.7226  0.0958  -0.371
O  0.8793  -0.3764  -0.5511  -0.114
Si  -0.2287  -1.3461  0.0648  0.496
H  0.5855  1.7557  -0.3548  0.284
H  2.3902  0.9952  -0.6123  0.239
H  1.7459  0.9647  0.8964  0.303
H  -0.4956  -1.5627  1.5299  -0.029
H  -0.6214  -2.1486  -1.0367  -0.024

For the total energy, the calculation gives -498.62220 a.u. Its HOMO energy is -10.6434 eV. As for the LUMO energy: -0.3 eV.

***

# 8
Molecular formula: C2H5NS
Method: DFT, ωB97M-V/def2-TZVPD

Each line ends with the Mulliken charge.
Positions of all 9 atoms, in Å:
C  -1.5070  0.0076  0.0138  -0.984
C  -0.0046  -0.2418  0.0554  0.179
N  0.9512  0.5640  0.0344  -0.358
S  2.4780  -0.0728  0.0788  -0.139
H  -2.0728  -0.4878  0.7725  0.327
H  -1.6896  1.0563  0.1589  0.280
H  0.3087  -1.3346  -0.0671  0.255
H  -1.7897  -0.4518  -0.8719  0.290
H  3.3258  0.9610  -0.1748  0.150

For the total energy, the calculation gives -532.09424 a.u. Its HOMO energy is -8.8028 eV. As for the LUMO energy: 0.9 eV.